Entry 1:
18
Properties=species:S:1:pos:R:3:lowdin_charge:R:1 method="wB97M-V/def2-TZVPD" smiles="C=C/C=C(/C)NC" homo_energy_ev=-6.72 e_above_lowest_kj_mol=408.63 charge=0 e_lumo_ev=0.7
C 2.01368 -0.49868 -0.50103 -0.05
C 1.30555 0.44413 -1.14132 -0.18
C -0.16045 0.46030 -1.75088 -0.13
C -0.75597 0.03405 -0.59945 -0.35
C -0.89946 -1.41168 -0.24566 -0.04
N -0.99194 0.99697 0.40938 -0.01
C -0.77002 0.66024 1.80195 -0.09
H 3.09058 -0.43266 -0.48889 0.04
H 1.59295 -1.30678 0.06966 0.02
H 1.85670 1.23762 -1.63176 0.09
H -0.41017 1.47579 -2.06804 0.05
H -1.96279 -1.62117 -0.11642 0.10
H -0.47889 -2.01950 -1.04138 0.09
H -0.39537 -1.70878 0.67307 0.07
H -0.85298 1.95829 0.12819 0.13
H -0.96006 1.54327 2.41073 0.08
H 0.25268 0.29548 1.96167 0.08
H -1.47404 -0.10689 2.13018 0.08

Entry 2:
18
Properties=species:S:1:pos:R:3:lowdin_charge:R:1 method="wB97M-V/def2-TZVPD" smiles="C=CNC/C=C/C" homo_energy_ev=-8.10 e_above_lowest_kj_mol=179.90 charge=0 e_lumo_ev=1.0
C 0.74534 1.26482 -2.57032 -0.01
C 0.44932 0.83192 -1.34110 -0.27
N -0.24471 1.46924 -0.33969 -0.05
C -0.08116 1.12689 1.06311 -0.21
C -0.03950 -0.32253 1.44624 -0.11
C -0.50660 -1.32811 0.71577 -0.19
C -0.30474 -2.77931 0.98474 -0.11
H 0.19101 2.01800 -3.11037 0.04
H 1.32435 0.57078 -3.16830 0.04
H 0.91424 -0.10750 -1.05868 0.10
H -1.17242 1.81987 -0.52259 0.13
H 0.85639 1.57954 1.38924 0.11
H -0.88256 1.62995 1.60298 0.12
H 0.24323 -0.57487 2.46220 0.11
H -0.91086 -1.13487 -0.27306 0.10
H 0.35916 -3.00985 1.81703 0.07
H -1.26732 -3.26669 1.14615 0.07
H 0.07832 -3.34780 0.13352 0.07

Entry 3:
18
Properties=species:S:1:pos:R:3:lowdin_charge:R:1 method="wB97M-V/def2-TZVPD" homo_energy_ev="-8.23 / -7.53" e_above_lowest_kj_mol=454.17 charge=0 e_lumo_ev="0.0 / -0.1"
C -0.50955 -0.27225 -0.00422 -0.54
C 0.65843 0.42856 0.70340 -0.14
C -1.10238 -1.39283 0.83757 -0.04
C -0.32832 -0.63597 -1.46701 -0.04
C 1.82521 1.02276 -0.01066 -0.07
C -1.09333 1.08542 0.22228 -0.39
N -1.54188 2.05208 -0.41579 0.13
H 0.87343 0.05926 1.70336 0.11
H -0.53655 1.36203 1.35493 0.20
H -1.27699 -1.07048 1.86891 0.08
H -2.06380 -1.70724 0.42483 0.09
H -0.03713 0.22789 -2.06742 0.08
H 0.41325 -1.42932 -1.59054 0.09
H -1.28315 -0.97859 -1.87260 0.09
H -0.43063 -2.25664 0.86663 0.09
H 2.61709 0.26747 -0.09182 0.09
H 2.23604 1.86593 0.55010 0.09
H 1.58026 1.37193 -1.01196 0.08

Largest force on an atom, record by record: 4.23, 1.35, 3.32 eV/A